No. 1
The following is a DFT calculation (the ωB97M-V functional and the def2-TZVPD basis) of one molecule with the formula C27H23N4O9P.

The geometry in ORCA input format:
```
! wB97M-V def2-TZVPD RIJCOSX def2/J DEFGRID3
* xyz 0 1
C 4.96 3.58 0.41
O 3.53 3.59 0.16
C 2.73 2.92 1.04
C 1.35 2.89 0.76
C 0.51 2.02 1.43
C 0.98 1.16 2.44
P -0.06 -0.08 3.33
C -1.75 0.24 2.55
C -2.33 -0.50 1.50
C -3.51 -0.12 0.88
C -4.18 1.06 1.25
O -5.16 1.51 0.42
C -5.85 2.73 0.79
C -3.70 1.73 2.39
C -2.49 1.36 2.97
C 0.39 -1.63 2.42
C -0.25 -2.81 2.82
C -0.09 -4.02 2.15
C 0.69 -4.06 0.98
O 0.69 -5.11 0.10
C -0.01 -6.31 0.50
C 1.41 -2.90 0.62
C 1.26 -1.72 1.32
C 2.35 1.26 2.77
C 3.20 2.17 2.14
H 5.36 4.22 -0.38
H 5.19 4.02 1.40
H 5.39 2.58 0.33
H 0.98 3.54 -0.03
H -0.55 2.03 1.18
H -1.88 -1.43 1.17
H -3.93 -0.68 0.06
H -6.63 2.82 0.03
H -6.31 2.65 1.79
H -5.19 3.61 0.74
H -4.27 2.57 2.76
H -2.14 1.95 3.80
H -0.87 -2.83 3.72
H -0.59 -4.92 2.49
H 0.25 -7.04 -0.27
H 0.32 -6.67 1.48
H -1.10 -6.16 0.50
H 2.06 -2.96 -0.25
H 1.86 -0.86 1.03
H 2.78 0.63 3.56
H 4.24 2.26 2.44
O 3.90 -1.73 9.00
N 3.50 -0.61 8.63
O 3.94 0.45 9.13
C 2.49 -0.45 7.58
C 2.22 0.78 6.98
C 1.17 0.96 6.06
N 0.77 2.28 5.63
O 1.52 3.28 5.82
O -0.35 2.38 5.05
C 0.30 -0.12 5.54
C 0.53 -1.30 6.36
N -0.32 -2.38 6.48
O -1.40 -2.65 5.96
O 0.30 -3.27 7.41
N 1.44 -2.71 7.94
C 1.56 -1.50 7.30
H 2.90 1.59 7.24
H -0.82 0.06 5.60
*
```

Computed properties:
E_LUMO: -1.30 eV
E_HOMO: -7.8970 eV
Frontier orbital gap: 6.601 eV

No. 2
The following is a DFT calculation (the ωB97M-V functional and the def2-TZVPD basis) of C27H23N6Zr as an isolated structure.

The geometry in ORCA input format:
```
! wB97M-V def2-TZVPD RIJCOSX def2/J DEFGRID3
* xyz 3 1
Zr -1.28 -0.14 0.24
C 2.50 5.02 -0.39
C 1.91 3.65 -0.49
C 2.53 2.56 0.12
C 1.98 1.29 0.05
C 0.79 1.07 -0.65
N 0.31 -0.27 -0.84
C 0.72 -1.08 -1.92
C 1.64 -0.66 -2.87
C 1.97 -1.49 -3.93
C 1.38 -2.74 -4.09
C 1.71 -3.61 -5.27
C 0.44 -3.15 -3.14
C 0.12 -2.34 -2.07
N -0.81 -2.82 -1.09
C -0.90 -4.08 -0.64
C -2.03 -4.19 0.16
C -2.59 -2.94 0.15
N -1.86 -2.08 -0.61
C 0.14 2.18 -1.23
C 0.69 3.45 -1.14
N -1.13 2.02 -1.85
C -1.63 2.53 -2.99
C -2.97 2.17 -3.07
C -3.22 1.44 -1.92
N -2.11 1.35 -1.16
H 3.59 4.97 -0.40
H 2.20 5.49 0.55
H 2.17 5.66 -1.21
H 3.47 2.70 0.64
H 2.50 0.44 0.49
H 2.13 0.30 -2.77
H 2.70 -1.15 -4.65
H 2.73 -3.44 -5.60
H 1.04 -3.38 -6.10
H 1.59 -4.66 -5.03
H -0.06 -4.11 -3.26
H -0.15 -4.81 -0.92
H -2.39 -5.08 0.65
H -3.51 -2.60 0.61
H 0.15 4.30 -1.56
H -1.00 3.10 -3.65
H -3.66 2.42 -3.86
H -4.14 0.99 -1.59
N -1.04 -0.05 2.45
C -0.88 0.00 3.60
C -0.71 0.07 4.99
C -0.12 1.22 5.54
C 0.04 1.28 6.91
C -0.39 0.22 7.71
C -0.97 -0.91 7.15
C -1.14 -1.00 5.79
H 0.21 2.04 4.91
H 0.49 2.15 7.37
H -0.26 0.28 8.78
H -1.30 -1.72 7.79
H -1.60 -1.87 5.34
*
```

Computed properties:
E_LUMO: -10.09 eV
E_HOMO: -16.7062 eV
Frontier orbital gap: 6.620 eV

No. 3
The following is a DFT calculation (the ωB97M-V functional and the def2-TZVPD basis) of C27H24BBaCl3F5N6OS as an isolated structure.

The geometry in ORCA input format:
```
! wB97M-V def2-TZVPD RIJCOSX def2/J DEFGRID3
* xyz -1 1
Ba 0.10 0.12 0.91
C 1.48 3.54 0.19
C 1.02 2.81 -1.02
C 1.10 3.24 -2.35
C 0.58 2.20 -3.10
C 0.47 2.12 -4.58
N 0.21 1.22 -2.24
N 0.49 1.60 -0.98
B -0.47 -0.11 -2.61
N -1.84 -0.25 -1.92
N -1.99 -0.27 -0.59
C -3.27 -0.44 -0.32
C -3.83 -0.49 1.05
C -3.99 -0.55 -1.52
C -3.04 -0.42 -2.52
C -3.27 -0.47 -3.99
N 0.41 -1.30 -2.21
N 0.72 -1.57 -0.93
C 1.45 -2.68 -0.92
C 2.00 -3.26 0.33
C 1.62 -3.14 -2.23
C 0.94 -2.24 -3.02
C 0.79 -2.26 -4.50
H 1.53 4.60 -0.02
H 2.47 3.19 0.48
H 0.81 3.36 1.02
H 1.48 4.17 -2.71
H 0.88 3.03 -5.02
H -0.56 2.02 -4.90
H 1.03 1.27 -4.97
H -0.63 -0.13 -3.78
H -3.03 -0.52 1.79
H -4.45 -1.38 1.18
H -4.45 0.39 1.24
H -5.04 -0.70 -1.63
H -4.34 -0.58 -4.17
H -2.75 -1.32 -4.43
H -2.92 0.44 -4.48
H 1.41 -2.95 1.19
H 3.03 -2.92 0.48
H 2.00 -4.35 0.28
H 2.16 -4.02 -2.54
H 1.35 -3.09 -4.92
H 1.16 -1.33 -4.94
H -0.26 -2.37 -4.78
F 5.56 -4.02 4.48
C 4.97 -2.95 3.89
C 3.58 -2.81 3.92
F 2.83 -3.74 4.53
C 2.98 -1.72 3.32
F 1.63 -1.65 3.36
C 3.70 -0.72 2.64
S 3.01 0.64 1.90
C 5.11 -0.90 2.65
F 5.87 0.01 2.02
C 5.73 -1.98 3.24
F 7.07 -2.11 3.21
Cl -5.32 3.23 5.55
C -3.95 2.73 4.61
C -3.43 1.46 4.78
C -2.38 1.07 3.98
Cl -1.70 -0.50 4.16
C -1.79 1.89 2.98
O -0.85 1.47 2.23
C -2.37 3.18 2.89
Cl -1.73 4.25 1.70
C -3.42 3.60 3.67
H -3.86 0.78 5.50
H -3.81 4.59 3.54
*
```

Computed properties:
E_LUMO: 2.23 eV
E_HOMO: -4.5374 eV
Frontier orbital gap: 6.771 eV

No. 4
The following is a DFT calculation (the ωB97M-V functional and the def2-TZVPD basis) of C27H24BaN10O3S as an isolated structure.

The geometry in ORCA input format:
```
! wB97M-V def2-TZVPD RIJCOSX def2/J DEFGRID3
* xyz 0 1
Ba 0.39 -1.13 -1.32
O 0.00 3.04 -2.67
C 0.30 1.84 -2.76
N 1.22 1.14 -2.10
C 2.07 1.81 -1.17
C 2.56 3.09 -1.42
C 3.45 3.71 -0.55
C 3.87 3.07 0.60
C 3.41 1.78 0.87
C 2.53 1.14 0.00
N 2.23 -0.25 0.23
C 1.95 -0.68 1.44
O 1.69 -0.06 2.50
C 1.89 -2.22 1.59
C 2.30 -2.77 2.80
C 2.23 -4.14 2.98
C 1.73 -4.93 1.96
C 1.33 -4.31 0.79
N 1.42 -2.99 0.61
C -0.55 1.04 -3.79
C -1.34 1.76 -4.68
C -2.09 1.08 -5.62
C -2.05 -0.30 -5.65
C -1.25 -0.95 -4.72
N -0.51 -0.30 -3.83
H 2.22 3.61 -2.30
H 3.81 4.71 -0.78
H 4.56 3.54 1.28
H 3.73 1.26 1.75
H 2.66 -2.10 3.57
H 2.56 -4.58 3.91
H 1.65 -6.00 2.06
H 0.92 -4.88 -0.03
H -1.34 2.84 -4.59
H -2.70 1.63 -6.33
H -2.62 -0.87 -6.37
H -1.21 -2.03 -4.70
C -0.86 -2.46 4.33
C -1.34 -3.15 3.11
N -1.77 -4.37 3.03
N -2.13 -4.52 1.72
C -1.94 -3.42 0.98
S -2.34 -3.13 -0.64
N -1.42 -2.53 1.89
N -0.99 -1.26 1.55
H -0.85 -3.17 5.16
H -1.53 -1.63 4.58
H 0.14 -2.06 4.20
H -2.55 -5.37 1.39
H -1.78 -0.62 1.53
H -0.28 -0.95 2.21
N 0.44 4.16 1.12
C -0.91 4.14 1.14
O -1.59 4.97 1.70
C -1.54 3.01 0.38
C -2.74 3.24 -0.29
C -3.31 2.22 -1.02
C -2.65 1.00 -1.06
N -1.51 0.76 -0.41
C -0.97 1.75 0.31
H 0.90 4.92 1.58
H 0.98 3.60 0.47
H -3.20 4.22 -0.21
H -4.23 2.35 -1.57
H -3.04 0.17 -1.64
H -0.06 1.53 0.86
*
```

Computed properties:
E_LUMO: -0.01 eV
E_HOMO: -7.1830 eV
Frontier orbital gap: 7.168 eV
ΔE to the lowest compared entry with this formula, charge and spin: 2.5 kJ/mol

No. 5
The following is a DFT calculation (the ωB97M-V functional and the def2-TZVPD basis) of C27H24Cl3N2O3Pt as an isolated structure.

The geometry in ORCA input format:
```
! wB97M-V def2-TZVPD RIJCOSX def2/J DEFGRID3
* xyz 1 5
Pt -0.19 1.11 0.60
N -3.61 2.70 2.26
C -2.56 2.33 1.52
O -1.70 1.57 1.98
C -2.46 2.83 0.11
C -1.01 2.71 -0.38
H -3.71 2.32 3.19
H -4.31 3.33 1.91
H -2.85 3.85 0.01
H -3.09 2.17 -0.49
H -0.46 3.63 -0.16
H -1.01 2.58 -1.47
Cl 1.85 -2.98 2.84
C 2.29 -2.29 1.35
C 3.29 -2.81 0.58
C 3.64 -2.22 -0.64
Cl 4.90 -2.91 -1.54
C 2.98 -1.06 -1.13
C 3.29 -0.42 -2.34
C 2.60 0.76 -2.66
C 1.60 1.23 -1.86
N 1.24 0.60 -0.71
C 1.94 -0.52 -0.33
C 1.57 -1.11 0.92
O 0.63 -0.62 1.63
H 3.82 -3.69 0.91
H 4.05 -0.81 -2.99
H 2.86 1.31 -3.56
H 1.06 2.13 -2.11
C -1.73 -2.34 0.02
C -2.28 -1.22 -0.81
O -1.99 -0.04 -0.59
C -3.18 -1.54 -1.92
C -3.48 -0.51 -2.82
C -4.27 -0.74 -3.93
C -4.78 -2.01 -4.16
C -4.51 -3.04 -3.27
C -3.72 -2.81 -2.15
H -1.14 -1.93 0.84
H -1.11 -2.98 -0.60
H -2.53 -2.95 0.44
H -3.07 0.47 -2.64
H -4.48 0.07 -4.62
H -5.40 -2.19 -5.03
H -4.91 -4.02 -3.45
H -3.54 -3.62 -1.46
Cl 0.45 1.59 4.28
C 1.93 1.14 3.57
C 2.73 0.21 4.20
C 3.90 -0.23 3.59
C 4.27 0.28 2.34
C 3.51 1.23 1.72
C 2.31 1.73 2.31
C 1.59 2.75 1.71
H 2.45 -0.18 5.17
H 4.53 -0.96 4.08
H 5.18 -0.07 1.88
H 3.82 1.66 0.78
H 2.01 3.23 0.84
H 0.82 3.28 2.25
*
```

Computed properties:
E_LUMO (alpha / beta): -2.75 / -5.18 eV
E_HOMO (alpha / beta): -8.2856 / -11.6580 eV
Frontier orbital gap (alpha / beta): 5.537 / 6.479 eV
<S²>: 6.080
ΔE to the lowest compared entry with this formula, charge and spin: 7.8 kJ/mol

No. 6
The following is a DFT calculation (the ωB97M-V functional and the def2-TZVPD basis) of C27H24CoN5O9S4 as an isolated structure.

The geometry in ORCA input format:
```
! wB97M-V def2-TZVPD RIJCOSX def2/J DEFGRID3
* xyz 0 1
Co -1.94 -0.88 -0.38
O -4.22 -3.09 2.45
S -3.62 -1.86 2.04
O -2.57 -1.33 2.88
O -3.17 -1.98 0.60
C -4.91 -0.63 1.99
C -6.02 -0.91 2.77
C -7.05 0.03 2.89
C -6.96 1.24 2.23
C -5.86 1.51 1.43
C -4.84 0.58 1.31
S -3.54 1.05 0.19
O -3.75 2.41 -0.17
O -2.22 0.73 0.82
O -3.56 0.11 -0.98
H -6.07 -1.86 3.28
H -7.91 -0.20 3.50
H -7.75 1.97 2.32
H -5.78 2.45 0.90
N -2.24 -2.22 -1.76
H -2.86 -1.75 -2.42
H -2.79 -2.93 -1.28
H -1.49 -2.66 -2.28
N -0.46 -1.67 0.53
S 0.18 -0.75 1.76
C 0.98 -1.95 2.81
C 0.37 -3.16 3.11
C 0.98 -4.02 4.00
C 2.19 -3.67 4.60
C 2.78 -2.46 4.30
C 2.18 -1.59 3.41
C 1.54 0.07 0.98
C 2.54 -0.61 0.28
C 3.51 0.13 -0.37
C 3.49 1.52 -0.31
C 2.49 2.18 0.39
C 1.50 1.45 1.03
H -0.69 -2.59 0.88
H -0.60 -3.42 2.70
H 0.51 -4.96 4.24
H 2.66 -4.35 5.29
H 3.72 -2.18 4.76
H 2.65 -0.64 3.17
H 2.54 -1.69 0.24
H 4.29 -0.36 -0.94
H 4.26 2.07 -0.84
H 2.47 3.26 0.42
H 0.70 1.95 1.57
O 5.85 0.03 -2.99
S 6.22 1.21 -3.75
O 6.58 0.96 -5.13
O 7.05 2.15 -3.03
C 4.65 2.13 -3.91
N 4.68 3.33 -4.50
C 3.53 3.97 -4.59
C 2.33 3.46 -4.09
C 2.41 2.21 -3.51
N 3.56 1.54 -3.43
C 1.27 1.49 -2.89
C 0.05 2.08 -2.58
C -0.91 1.36 -1.91
N -0.72 0.08 -1.54
C 0.44 -0.51 -1.88
C 1.44 0.15 -2.55
H 3.55 4.94 -5.08
H 1.41 4.01 -4.18
H -0.16 3.12 -2.82
H -1.86 1.81 -1.64
H 0.56 -1.53 -1.57
H 2.38 -0.34 -2.78
*
```

Computed properties:
E_LUMO (alpha / beta): -1.70 / -1.70 eV
E_HOMO (alpha / beta): -7.7044 / -7.7044 eV
Frontier orbital gap (alpha / beta): 6.009 / 6.008 eV
ΔE to the lowest compared entry with this formula, charge and spin: 0.0 kJ/mol

No. 7
The following is a DFT calculation (the ωB97M-V functional and the def2-TZVPD basis) of one molecule with the formula C27H24FN3O.

The geometry in ORCA input format:
```
! wB97M-V def2-TZVPD RIJCOSX def2/J DEFGRID3
* xyz 0 1
O -2.50 -2.36 1.42
C -2.32 -1.74 0.40
N -1.90 -2.31 -0.76
C -1.33 -3.64 -0.78
C 0.15 -3.56 -0.48
C 1.07 -3.36 -1.50
C 2.42 -3.18 -1.21
C 2.82 -3.21 0.11
F 4.12 -3.03 0.40
C 1.92 -3.41 1.15
C 0.58 -3.59 0.84
C -2.55 -0.26 0.26
C -1.48 0.60 0.38
C -1.72 1.99 0.25
N -2.91 2.49 0.03
C -3.97 1.67 -0.08
C -5.24 2.23 -0.31
C -6.34 1.42 -0.44
C -6.21 0.03 -0.34
C -4.99 -0.55 -0.12
C -3.85 0.26 0.02
C -0.57 2.94 0.34
C 0.61 2.32 1.06
N 0.93 1.05 0.43
C 2.24 0.55 0.79
C 3.33 1.43 0.22
C 3.24 1.87 -1.09
C 4.23 2.67 -1.63
C 5.32 3.03 -0.86
C 5.42 2.59 0.45
C 4.42 1.80 0.99
C -0.11 0.08 0.71
H -1.67 -1.70 -1.54
H -1.51 -4.09 -1.76
H -1.84 -4.22 -0.01
H 0.74 -3.34 -2.52
H 3.14 -3.02 -1.99
H 2.27 -3.43 2.17
H -0.14 -3.73 1.64
H -5.32 3.30 -0.39
H -7.31 1.85 -0.61
H -7.09 -0.59 -0.44
H -4.89 -1.62 -0.03
H -0.90 3.86 0.83
H -0.27 3.20 -0.68
H 1.48 2.97 0.98
H 0.38 2.19 2.13
H 2.36 0.45 1.88
H 2.34 -0.45 0.35
H 2.38 1.59 -1.68
H 4.15 3.01 -2.65
H 6.10 3.66 -1.28
H 6.27 2.87 1.05
H 4.50 1.46 2.01
H 0.10 -0.82 0.12
H -0.11 -0.22 1.78
*
```

Computed properties:
E_LUMO: 0.24 eV
E_HOMO: -8.6311 eV
Frontier orbital gap: 8.869 eV
SMILES: O=C(NCc1ccc(F)cc1)c1c2c(nc3ccccc13)CCN(Cc1ccccc1)C2
ΔE to the lowest compared entry with this formula, charge and spin: 0.0 kJ/mol